Record 1
The following is a DFT calculation (ωB97M-V/def2-TZVPD) of C6H2BCl3F4OSn as an isolated structure.

CARTESIAN COORDINATES (ANGSTROEM)
Sn 3.210 -0.180 -0.271
Cl -3.858 0.772 -1.606
C -2.251 0.180 -1.339
C -1.178 1.039 -1.471
C 0.082 0.525 -1.243
Cl 1.477 1.578 -1.425
C 0.345 -0.799 -0.888
O 1.569 -1.268 -0.688
C -0.780 -1.627 -0.777
Cl -0.545 -3.283 -0.352
C -2.058 -1.150 -0.997
H -1.321 2.076 -1.737
H -2.902 -1.817 -0.897
F 2.472 0.596 1.419
B 1.522 0.819 2.930
F 1.493 -0.453 3.367
F 0.387 1.317 2.402
F 2.333 1.676 3.573

Its multiplicity is 1. The orbital gap comes out at 8.1 eV. For the LUMO energy, the calculation gives -0.9 eV.

Atomic partial charges in e from the natural (NBO) method, atoms 1 to 8: 1.496 0.020 -0.029 -0.241 -0.075 0.033 0.280 -0.882

Record 2
The following is a DFT calculation (ωB97M-V/def2-TZVPD) of a 2-piece molecular cluster, C3H10NO overall.

CARTESIAN COORDINATES (ANGSTROEM)
C -1.031 -2.360 -0.577
O -1.092 -1.605 0.602
H -0.030 -2.312 -0.993
H -1.262 -3.410 -0.406
H -1.775 -1.982 -1.297
H -1.291 -2.163 1.341
C 1.098 1.239 0.346
C 1.794 2.094 -0.506
N -0.305 1.000 0.202
H 1.552 0.592 1.120
H 2.790 2.130 -0.364
H 1.345 2.779 -1.219
H -0.753 1.351 1.002
H -0.671 1.383 -0.672
H -0.487 0.034 0.283

As for the expectation value of S²: 0.75. Its multiplicity is 2. For the energy above the lowest of the compared OMol25 structures with the same formula, charge and spin, the calculation gives 283.1 kJ/mol. The orbital gap (alpha / beta) comes out at 3.5 / 8.1 eV. For the LUMO energy (alpha / beta), the calculation gives 0.4 / 0.3 eV.

Atomic partial charges in e from the natural (NBO) method, atoms 1 to 8: -0.264 -0.760 0.186 0.179 0.175 0.489 -0.370 -0.666

| no. | energy (eV) |
| --- | --- |
| 1 | -63253.7704 |
| 2 | -6805.8127 |